(1)
180
Properties=species:S:1:pos:R:3:forces:R:3:mulliken_charge:R:1 method="wB97M-V/def2-TZVPD" total_charge=0 multiplicity=1 homo_lumo_gap_ha=0.36964 largest_force_ev_per_a=3.589 e_above_lowest_kcal_mol=40.6
C 4.01084 1.77466 4.66515 0.349 -0.055 -0.049 -0.484
C 3.23313 2.91846 4.07664 -0.482 1.363 1.525 -0.570
O 2.04900 2.48750 3.42738 -0.068 -0.448 -0.218 -0.057
H 4.80847 2.08050 5.33892 0.058 0.248 -0.029 0.472
H 4.44918 1.11371 3.92392 0.134 0.029 -0.385 0.309
H 3.33953 1.16335 5.21909 -0.594 -0.568 0.657 -0.287
H 3.83812 3.53433 3.43371 0.203 0.152 -0.626 0.283
H 2.87688 3.64354 4.88297 0.394 -1.071 -0.800 0.367
H 2.31779 1.93981 2.67510 -0.132 0.238 0.021 -0.180
C -1.95793 4.53044 -6.01918 -0.551 0.197 1.079 -1.276
C -1.15165 3.47336 -5.25154 0.838 -0.141 -0.966 0.041
O -0.62430 3.97389 -4.01968 -0.113 -0.165 -0.182 -0.357
H -2.57145 4.15384 -6.84293 0.200 -0.325 0.221 0.388
H -1.32801 5.32038 -6.44406 0.076 -0.143 0.246 0.357
H -2.64841 4.97796 -5.26423 0.355 -0.104 -0.674 0.214
H -0.32861 3.05556 -5.89618 -0.501 0.438 0.583 0.215
H -1.72225 2.61829 -4.91799 -0.590 -0.107 -0.311 0.056
H -0.10733 4.76784 -4.13001 0.504 0.438 -0.204 -0.002
C -0.15905 1.79927 6.97505 -0.693 3.113 -0.167 -1.415
C 0.48323 0.78161 6.15992 1.456 -1.851 -0.674 0.187
O 0.17629 0.80296 4.76684 0.116 0.174 0.131 0.011
H -1.24040 1.86882 6.84288 -0.027 -0.227 -0.174 0.291
H 0.23361 2.82630 6.73042 -0.302 -0.805 0.173 0.252
H 0.01205 1.66195 8.01943 0.275 -0.306 0.806 0.444
H 0.11563 -0.18990 6.48177 0.083 -0.303 0.110 0.389
H 1.59430 0.76965 6.39133 -0.984 0.058 -0.580 -0.047
H 0.75651 1.40189 4.26128 0.029 0.108 0.487 0.044
C 2.00005 -3.29106 -5.78091 1.589 0.797 -0.398 -1.430
C 0.70358 -3.81809 -5.28544 1.089 -1.354 1.227 -0.002
O -0.02846 -2.77720 -4.72020 -0.644 0.629 -0.163 -0.210
H 2.64299 -4.01301 -6.28062 -0.444 -0.455 -0.297 0.435
H 2.72008 -2.89494 -5.03962 -0.866 0.128 0.167 0.215
H 1.78011 -2.50242 -6.50405 0.197 0.106 0.008 0.309
H 0.87993 -4.58979 -4.50723 -0.015 0.137 -0.251 0.119
H 0.23639 -4.34417 -6.10495 -0.737 0.088 -0.399 0.381
H -0.80955 -3.16687 -4.28059 0.041 0.226 0.355 0.171
C 1.39657 1.58732 -2.77054 -0.735 0.924 0.402 -0.592
C 0.68962 0.56808 -3.60159 -0.274 0.064 -0.588 0.396
O 0.98224 -0.63607 -2.92284 0.112 -1.417 -0.358 -0.510
H 1.37843 2.60076 -3.15310 0.017 0.090 -0.345 0.386
H 2.38636 1.22111 -2.71979 1.337 -0.024 0.246 0.483
H 1.00442 1.65902 -1.74366 0.019 -0.297 -0.285 -0.489
H 1.03268 0.58133 -4.65766 0.187 -0.243 0.551 0.466
H -0.38059 0.70692 -3.65893 -0.488 0.150 0.114 -0.351
H 0.67231 -1.44270 -3.39448 0.022 0.513 -0.157 -0.127
C -1.16464 2.67905 2.16146 0.211 -0.477 -0.328 0.432
C -0.48645 3.75885 1.28361 0.074 -0.877 1.279 -0.341
O 0.38276 3.17161 0.32239 0.109 0.078 0.414 1.155
H -2.10206 2.20790 1.78846 0.766 0.328 -0.293 -0.769
H -1.45482 3.08722 3.12298 0.202 0.112 0.314 0.693
H -0.39996 1.88343 2.31167 -0.698 0.453 0.117 -0.820
H 0.13310 4.36568 1.96420 -0.215 -0.036 -0.366 0.426
H -1.20242 4.36249 0.76487 -0.476 0.601 -0.159 0.242
H -0.17915 3.07015 -0.45081 -0.111 0.005 -0.725 -0.825
C 4.99183 -1.75541 6.37791 0.325 -2.151 0.316 -1.004
C 4.56659 -2.41363 5.07334 -0.524 -0.589 0.900 -0.115
O 5.25923 -1.88170 3.97824 0.658 0.243 -0.731 -0.428
H 4.70264 -0.76327 6.36865 -0.501 2.174 0.071 0.149
H 6.07746 -1.81166 6.43702 0.155 0.079 0.133 0.363
H 4.59239 -2.23145 7.29945 0.068 0.116 -0.714 0.339
H 3.49159 -2.33459 4.89889 0.045 0.589 -0.179 0.103
H 4.68634 -3.48636 5.12958 0.438 -0.548 0.058 0.379
H 6.20409 -2.11790 4.03683 -0.710 0.131 0.115 0.243
C 0.83753 -4.46756 -1.36693 -0.307 -1.123 2.292 0.575
C 2.28564 -4.47853 -1.68517 0.848 -1.844 -0.681 0.032
O 2.99762 -5.05023 -0.53193 -0.044 1.426 -1.243 -0.551
H 0.61567 -3.96693 -0.38780 0.281 0.132 -0.926 -0.554
H 0.46702 -5.48375 -1.18503 0.329 -0.148 0.010 0.588
H 0.18689 -4.13760 -2.11069 -0.686 1.068 -1.248 -0.539
H 2.64076 -3.46054 -1.97144 0.097 -0.718 0.291 0.239
H 2.51540 -5.24754 -2.52597 -0.512 1.616 0.826 0.319
H 3.90122 -4.73472 -0.73713 0.036 -0.463 0.768 0.263
C 0.80391 -1.19117 1.72939 -0.275 1.229 0.553 -1.276
C 1.03769 -0.29064 0.53011 -1.269 -0.174 0.099 1.253
O 0.05526 -0.62744 -0.46009 0.714 0.076 -0.351 0.854
H 1.62483 -1.04621 2.43511 -0.080 -0.245 0.179 0.418
H 0.76220 -2.20051 1.37923 0.103 -0.832 0.006 -0.046
H -0.14784 -0.94820 2.28275 0.878 -0.114 -0.750 0.166
H 2.03247 -0.33536 0.10755 0.312 -0.467 -0.069 0.323
H 0.88303 0.74562 0.77487 -0.098 0.592 0.373 -1.570
H 0.51765 -0.61982 -1.34146 -0.630 -0.106 0.227 -0.655
C -4.74097 0.81722 3.41488 1.927 0.361 1.523 -0.621
C -5.31894 2.10194 2.97049 -1.032 0.419 -0.440 -0.073
O -6.01628 2.67316 4.07756 -0.891 1.410 -0.841 -0.544
H -4.19160 0.39505 2.62558 0.429 -0.909 -1.440 -0.069
H -5.46169 0.11986 3.79963 -0.409 -0.183 0.102 0.485
H -3.92064 0.95523 4.15959 -0.816 0.100 -0.032 0.144
H -6.05030 1.81705 2.17121 0.474 0.682 0.240 0.207
H -4.58172 2.85185 2.59739 -0.283 -0.762 -0.005 0.207
H -6.51081 3.44964 3.69869 0.669 -1.122 0.858 0.308
C -0.85382 -3.78264 4.55311 -1.168 0.180 -1.064 -1.263
C -1.16383 -2.29873 4.56181 0.385 -0.254 1.766 0.965
O -1.83553 -2.01046 5.81874 0.940 -1.434 -0.321 -0.672
H -0.55171 -4.09292 3.53704 -0.296 -0.080 0.377 0.061
H -1.69478 -4.38695 4.94635 0.204 0.396 -0.574 0.357
H -0.05357 -3.98395 5.19406 1.425 -0.247 1.063 0.504
H -1.81103 -1.99732 3.80491 -1.373 0.169 -1.679 -0.027
H -0.26974 -1.69058 4.38945 0.119 -0.079 0.547 -0.178
H -2.05704 -1.10046 5.86688 -0.216 1.349 -0.119 0.326
C -3.37211 1.81099 -1.06305 1.294 -0.944 -0.612 -1.690
C -2.06420 2.02189 -1.81710 0.973 -0.656 0.145 2.538
O -1.56354 3.34044 -1.65337 -0.462 0.758 1.595 0.182
H -4.11781 2.50422 -1.35587 -0.951 0.542 -0.470 0.666
H -3.07737 2.05595 -0.06128 -0.362 -0.218 0.850 -0.085
H -3.67922 0.73700 -1.16177 0.130 0.971 0.255 0.323
H -2.08258 1.90330 -2.89282 -0.458 -0.779 -0.216 -0.797
H -1.31487 1.32665 -1.35237 -0.566 0.210 -0.674 -0.673
H -1.08942 3.62736 -2.44096 0.223 -0.129 -0.757 0.037
C -5.13046 7.00959 -2.37427 -0.670 -0.401 1.154 -1.420
C -3.97865 6.19357 -1.79016 0.044 1.211 1.144 0.370
O -3.82632 5.02538 -2.51695 0.689 -0.976 -0.593 -0.488
H -4.87554 7.49412 -3.27250 0.646 0.471 -1.312 0.372
H -5.37445 7.82348 -1.67529 -0.206 -0.342 -0.077 0.366
H -6.03263 6.40597 -2.61674 0.576 0.215 0.557 0.320
H -4.19946 5.95984 -0.69653 0.302 0.308 -1.069 0.187
H -3.03999 6.83152 -1.83358 -0.930 -0.648 0.200 -0.094
H -2.96816 4.61240 -2.29125 -0.501 0.067 0.057 0.179
C -2.41217 -3.68389 1.00665 0.269 0.599 -0.087 -0.538
C -2.91599 -2.47325 0.26469 -0.992 -0.024 -0.473 -0.250
O -2.12217 -2.14291 -0.85799 0.890 0.587 0.352 0.188
H -2.73136 -3.60430 2.05110 0.002 -0.497 -0.164 0.387
H -1.34436 -3.49043 0.95363 0.416 -0.820 0.417 -0.251
H -2.68613 -4.63319 0.51587 0.249 0.389 0.397 0.317
H -2.92215 -1.59138 0.89647 -0.269 0.105 0.431 0.177
H -3.92376 -2.66243 -0.11487 -0.098 0.295 0.076 0.391
H -1.30175 -1.67877 -0.50267 -0.632 -0.355 -0.814 -0.118
C 1.97380 -7.95849 2.31927 1.513 -1.548 0.567 -1.255
C 1.62960 -6.58415 2.52626 -0.222 3.563 0.362 0.098
O 0.83789 -6.04494 1.49439 -0.373 0.827 -1.433 -0.402
H 1.07471 -8.50060 2.20836 -0.854 -1.065 -0.157 0.322
H 2.55078 -8.31046 3.19097 -0.326 -0.173 -0.220 0.380
H 2.61151 -8.08475 1.45479 0.013 -0.053 -0.362 0.256
H 2.50137 -5.94080 2.59072 0.580 -0.031 0.265 0.117
H 1.05788 -6.36008 3.42706 0.040 -0.568 0.415 0.242
H 1.35551 -5.41478 0.94105 -0.271 -0.963 0.562 0.125
C 4.15391 2.73471 -0.75383 -0.033 1.899 0.254 -1.284
C 3.52382 2.56419 0.60246 -1.511 -1.119 1.289 1.117
O 2.99068 3.80071 1.05089 -0.333 0.325 -0.056 -0.690
H 4.31778 1.88276 -1.36007 0.387 -1.152 -0.191 0.295
H 5.05934 3.32202 -0.60030 0.310 -0.211 -0.291 0.396
H 3.50207 3.40266 -1.35066 0.049 -0.366 0.366 0.175
H 4.14411 2.14788 1.46081 0.077 0.566 -1.307 0.296
H 2.67072 1.84222 0.56745 0.534 0.317 -0.353 -0.793
H 2.02593 3.80312 0.84199 0.878 -0.141 -0.076 0.259
C -3.19249 -0.75662 -5.73336 -0.276 -0.963 -0.374 -1.092
C -3.87438 -0.40139 -4.41144 0.493 -0.149 -0.140 0.370
O -4.09748 1.02373 -4.41903 0.136 -0.701 -0.215 -0.583
H -2.22485 -0.24606 -5.83430 -0.306 -0.139 -0.014 0.207
H -3.88554 -0.43239 -6.52598 0.450 0.063 0.065 0.359
H -3.03209 -1.87618 -5.92003 -0.205 1.492 0.667 0.235
H -3.30385 -0.74161 -3.54952 0.592 0.363 0.182 -0.210
H -4.78134 -0.98425 -4.30182 -0.721 0.214 -0.265 0.442
H -4.22592 1.35893 -3.52855 -0.084 -0.169 0.149 0.267
C -0.24994 6.61622 -1.88215 0.145 0.352 -1.543 -0.453
C 1.21099 6.94771 -2.18681 0.207 0.940 0.873 -0.439
O 1.69712 5.89104 -2.97300 0.157 -0.824 -0.831 -0.432
H -0.28516 5.68281 -1.37250 -0.034 -0.753 0.704 -0.060
H -0.74776 6.42368 -2.86299 0.111 0.376 0.646 0.086
H -0.82741 7.36265 -1.33477 0.356 0.077 -0.052 0.472
H 1.81928 7.05066 -1.28112 -0.231 -0.309 0.262 0.325
H 1.36111 7.92515 -2.66726 -0.438 -0.174 -0.343 0.358
H 2.64528 5.93865 -3.16011 -0.369 0.277 0.285 0.257
C -2.85040 -5.41390 -4.14003 0.362 -1.109 -1.368 -1.409
C -2.99861 -4.37770 -3.09882 1.783 -0.115 0.708 0.019
O -1.72796 -3.71919 -2.89072 -0.919 -0.835 -0.436 -0.014
H -2.11873 -6.21379 -3.93039 -0.019 0.612 0.351 0.293
H -2.57439 -5.00343 -5.12351 -0.060 0.086 0.288 0.234
H -3.76857 -5.96372 -4.28729 -0.539 0.010 -0.057 0.439
H -3.32445 -4.83076 -2.16573 -0.117 -0.034 0.252 0.204
H -3.64821 -3.59214 -3.36114 -1.437 0.668 -0.546 0.258
H -1.93996 -3.11555 -2.15559 0.645 0.513 0.417 0.154
C 4.02807 -1.98986 0.57503 -1.578 0.367 -1.490 0.144
C 4.99368 -3.05776 0.82401 0.818 -1.472 -0.807 -0.521
O 5.40734 -3.73798 -0.41591 -0.430 0.769 -0.019 -0.612
H 4.51567 -1.11216 0.23354 0.358 0.990 -0.692 0.310
H 3.51450 -1.70797 1.47111 -0.159 -0.054 0.748 -0.070
H 3.21913 -2.28861 -0.15499 0.979 0.187 0.670 -0.117
H 4.45747 -3.80512 1.35692 0.023 -0.816 0.970 0.168
H 5.86366 -2.69441 1.35202 0.176 -0.079 0.249 0.419
H 6.33772 -3.96749 -0.45367 0.023 0.155 0.389 0.267

***

(2)
78
Properties=species:S:1:pos:R:3:forces:R:3:mulliken_charge:R:1 method="wB97M-V/def2-TZVPD" total_charge=-1 multiplicity=4 s_squared=3.810 homo_lumo_gap_ha="0.17947 / 0.16776" largest_force_ev_per_a=2.887
V 0.47018 0.20557 -0.07573 -0.369 -0.477 -0.944 0.470
C 2.11978 6.16557 2.17427 0.177 0.366 -0.073 -0.580
C 3.42679 5.71658 1.87155 1.177 0.591 -0.121 -0.445
C 3.71936 4.47479 1.35312 -1.917 -0.448 0.074 -0.761
C 2.56745 3.63563 1.16424 2.827 0.494 -0.315 1.112
C 2.49466 2.30963 0.61918 0.327 0.957 0.614 -1.502
N 3.57357 1.68800 0.10166 -1.252 -0.066 0.292 -0.474
C 3.35767 0.66588 -0.67285 -0.325 -0.019 0.469 -0.326
C 4.47606 0.01948 -1.28167 -0.709 -1.090 -1.804 0.337
C 5.80940 0.24854 -1.20540 1.853 1.188 0.783 0.008
C 6.65907 -0.47468 -2.04346 0.833 0.840 -0.130 -0.607
C 6.18866 -1.42482 -2.93558 -0.731 0.037 -0.206 -0.684
C 4.80866 -1.63495 -3.01951 0.135 -1.287 -0.176 -0.010
C 3.95728 -0.90522 -2.22331 1.097 1.045 1.099 0.616
C 2.53024 -0.86072 -2.06275 -1.147 -1.359 -0.022 -0.916
N 1.78072 -1.73566 -2.67198 0.231 0.546 0.339 -0.531
C 0.45233 -1.78292 -2.46298 -0.178 -0.521 0.173 -0.281
N -0.27869 -1.00389 -1.63253 -0.426 0.672 -0.192 0.757
C -1.60682 -1.26206 -1.86755 0.163 0.127 0.600 -0.726
N -2.64226 -0.57057 -1.33214 -0.178 0.254 0.224 -0.292
C -2.51452 0.46661 -0.57011 0.368 -0.104 0.504 -0.816
N -1.32091 1.06686 -0.08557 -0.711 -0.198 -0.234 0.184
C -1.67616 2.13093 0.70759 0.272 -0.202 0.207 -0.301
N -0.89438 2.99923 1.26756 0.108 0.198 -0.037 -0.553
C 0.42931 2.94683 1.10585 0.831 1.013 0.569 -0.349
N 1.19879 1.90603 0.66983 -0.353 0.339 -0.197 0.836
C 1.30220 4.08318 1.43062 -1.564 -1.085 0.065 0.335
C 1.03341 5.35799 1.92704 0.250 0.295 0.295 -0.311
C -3.11656 2.20139 0.84647 -0.562 0.198 0.076 0.307
C -3.96555 3.04917 1.55436 0.049 -0.028 -0.173 -0.124
C -5.34921 2.88212 1.41698 0.920 1.353 0.864 -0.575
C -5.86044 1.88316 0.60134 -0.114 0.423 0.902 -0.885
C -4.99456 1.02283 -0.02729 -1.127 -1.581 -1.675 0.450
C -3.63747 1.19689 0.05854 0.370 -0.388 -0.361 0.480
C -1.71984 -2.40984 -2.70837 -1.397 -0.205 0.493 0.721
C -2.81901 -3.28360 -2.99002 0.417 -0.295 -0.652 -0.619
C -2.53619 -4.48388 -3.64579 -0.923 0.788 0.395 -0.491
C -1.20587 -4.78696 -4.02018 -0.708 -1.123 -0.086 -0.582
C -0.17041 -3.94643 -3.74814 0.555 0.331 -0.606 -0.576
C -0.41619 -2.73532 -3.07192 0.348 -0.835 -0.476 0.421
N 2.16510 0.06853 -1.08351 1.319 0.343 -0.318 0.226
H 2.04168 7.19192 2.57150 -0.256 -0.683 -0.226 0.351
H 4.24369 6.44361 2.00853 -0.356 -0.442 0.063 0.334
H 4.70133 4.10752 1.09125 0.054 0.185 0.073 0.530
H 6.21499 1.05253 -0.52473 -0.506 -1.073 -0.796 0.395
H 7.71181 -0.17466 -2.09805 -0.297 -0.354 0.288 0.329
H 6.85832 -1.95885 -3.61513 -0.165 0.143 0.386 0.370
H 4.41681 -2.48093 -3.58732 0.010 0.498 -0.242 0.442
H 0.02261 5.67327 2.12599 -0.158 0.022 0.023 0.552
H -3.53331 3.82559 2.17661 -0.142 -0.034 -0.015 0.513
H -5.96921 3.61555 1.97885 0.170 -0.868 -0.591 0.333
H -6.93256 1.80095 0.58140 -0.207 -0.360 -0.386 0.394
H -5.38626 0.20542 -0.67450 0.307 0.643 0.574 0.441
H -3.85321 -3.03570 -2.72195 0.552 0.039 0.028 0.476
H -3.36823 -5.18446 -3.89417 0.829 0.595 0.282 0.330
H -1.05429 -5.77982 -4.47032 0.226 0.637 0.017 0.338
H 0.81254 -4.19709 -4.12969 0.133 0.052 0.356 0.466
Cl 1.37880 1.07937 5.20696 0.297 -0.108 -0.135 -0.211
C 2.46040 0.63827 3.84048 -0.462 0.690 0.061 0.738
Cl 4.17528 0.90445 4.21099 -0.244 -0.061 -0.020 -0.206
H 2.16533 1.30759 3.02318 0.274 -0.466 0.196 -0.519
H 2.28289 -0.40514 3.62997 0.100 -0.066 -0.195 0.130
O 1.18655 -3.10798 1.40305 -0.554 -0.333 -0.108 -0.669
C 0.34014 -2.24758 1.33069 0.630 0.671 0.214 -0.059
O 0.65178 -0.96049 1.39124 -0.167 0.203 -0.027 -0.490
C -1.13304 -2.48579 1.18920 0.218 -0.297 0.775 0.999
C -1.53401 -3.56638 0.44627 0.339 0.085 -0.122 -0.772
C -2.85870 -3.89961 0.31724 -0.496 0.367 -0.408 -0.676
C -3.82036 -3.09767 0.90388 -0.232 0.107 0.233 -0.715
C -3.38250 -2.05524 1.69760 -1.624 0.034 0.365 -0.124
C -2.07290 -1.75167 1.90476 0.789 -0.168 -0.113 0.042
N -4.44208 -1.30946 2.47941 1.417 -0.288 0.533 1.230
O -5.59517 -1.69801 2.41676 0.400 0.561 -0.025 -0.692
O -4.00440 -0.42925 3.21320 -1.014 -0.396 -0.562 -0.611
H -0.74982 -4.10636 -0.03640 0.223 -0.545 -0.360 0.507
H -3.10453 -4.69962 -0.34295 -0.384 -0.513 -0.189 0.426
H -4.89864 -3.22095 0.84715 0.283 -0.310 -0.254 0.537
H -1.76740 -1.08321 2.67713 0.079 0.746 0.063 0.601